(1)
A 2-piece molecular cluster, CH2N2 overall. Source: the Open Molecules 2025 dataset; level of theory: wB97M-V/def2-TZVPD.

Values from the calculation:
spin multiplicity: 1
energy relative to the best compared isomer or geometry (same formula, charge and spin): 6.6075 eV
max |F|: 4.562 eV Å⁻¹
gap between HOMO and LUMO (spin up / spin down): 7.1 / 6.7 eV

Each line ends with the natural charge from an NBO analysis.
Geometry (Å):
C (1.28, -0.06, -0.07)  0.06
N (2.39, -0.27, -0.20)  -0.43
N (-1.55, 0.36, -0.15)  -0.19
H (-0.34, 0.37, -0.03)  0.27
H (-1.78, -0.40, 0.45)  0.29

***

(2)
C34H37N3O4RuSi as an isolated structure. Source: the Open Molecules 2025 dataset; level of theory: wB97M-V/def2-TZVPD.

Values from the calculation:
spin multiplicity: 2
energy relative to the best compared isomer or geometry (same formula, charge and spin): 4.1488 eV
net charge: -1
max |F|: 4.463 eV Å⁻¹
gap between HOMO and LUMO (spin up / spin down): 5.4 / 5.4 eV

Each line ends with the Mulliken spin population.
Geometry (Å):
Ru (0.59, 0.28, 0.26)  0.63
C (2.73, -0.39, 1.47)  0.25
C (3.40, 0.62, 0.76)  -0.07
C (3.29, 0.34, -0.63)  0.12
C (2.56, -0.86, -0.79)  0.10
C (2.23, -1.36, 0.52)  -0.07
C (2.09, -2.82, 0.85)  0.00
C (2.42, -1.61, -2.07)  0.02
C (3.91, 1.11, -1.75)  -0.01
C (4.16, 1.77, 1.33)  0.01
C (2.72, -0.61, 2.95)  0.00
H (1.49, -2.97, 1.75)  0.00
H (3.08, -3.23, 1.04)  0.00
H (1.64, -3.37, 0.04)  0.00
H (2.19, -0.93, -2.89)  0.00
H (1.64, -2.36, -2.01)  0.00
H (3.36, -2.12, -2.31)  -0.01
H (3.15, 1.62, -2.34)  0.01
H (4.45, 0.43, -2.42)  0.00
H (4.60, 1.85, -1.37)  0.00
H (3.83, 2.71, 0.88)  0.00
H (5.22, 1.65, 1.13)  0.00
H (4.01, 1.83, 2.41)  0.00
H (1.79, -1.11, 3.24)  0.00
H (2.78, 0.33, 3.49)  0.00
H (3.55, -1.24, 3.26)  0.01
O (-1.89, 4.87, -4.69)  0.00
C (-2.14, 3.67, -4.68)  0.00
O (-2.97, 2.98, -5.26)  0.00
C (-1.19, 2.82, -3.73)  0.00
C (-1.16, 1.43, -3.82)  0.00
C (-0.34, 0.73, -2.97)  0.00
N (0.39, 1.32, -2.02)  0.00
C (0.37, 2.65, -1.94)  0.02
C (-0.38, 3.44, -2.80)  0.00
C (1.17, 3.26, -0.80)  -0.01
O (1.49, 4.44, -0.81)  0.00
O (1.45, 2.43, 0.12)  0.01
H (-1.78, 0.92, -4.54)  0.00
H (-0.25, -0.35, -3.03)  0.00
H (-0.34, 4.52, -2.72)  0.00
C (-4.73, -0.83, -2.91)  0.00
C (-4.03, -2.02, -3.03)  0.00
C (-2.91, -2.26, -2.25)  0.00
C (-2.45, -1.30, -1.34)  -0.01
C (-3.16, -0.10, -1.25)  0.00
C (-4.30, 0.12, -2.01)  0.00
Si (-0.90, -1.53, -0.26)  -0.03
C (-1.22, -3.25, 0.51)  -0.01
C (-1.14, -4.41, -0.27)  -0.01
C (-1.44, -5.65, 0.24)  0.00
C (-1.79, -5.80, 1.57)  0.00
C (-1.84, -4.67, 2.38)  0.00
C (-1.55, -3.42, 1.86)  -0.01
H (-5.61, -0.66, -3.51)  0.00
H (-4.34, -2.76, -3.75)  0.00
H (-2.40, -3.20, -2.35)  0.00
H (-2.81, 0.66, -0.57)  0.00
H (-4.84, 1.05, -1.91)  0.00
H (-0.81, 0.98, 0.37)  -0.02
H (-0.85, -4.32, -1.31)  0.00
H (-1.37, -6.53, -0.40)  0.00
H (-2.04, -6.77, 1.98)  0.00
H (-2.10, -4.77, 3.43)  0.00
H (-1.61, -2.55, 2.50)  0.01
C (-0.03, 4.76, 2.97)  0.00
C (-0.23, 3.30, 3.12)  0.01
C (-1.21, 2.53, 3.72)  0.00
C (-0.88, 1.20, 3.42)  0.02
N (0.23, 1.16, 2.69)  0.03
N (0.63, 2.43, 2.56)  -0.01
C (-1.60, -0.02, 3.86)  -0.01
H (-0.91, 5.30, 3.30)  0.00
H (0.17, 4.99, 1.93)  0.00
H (0.83, 5.10, 3.55)  0.00
H (-2.06, 2.87, 4.27)  0.00
H (1.33, 2.65, 1.85)  0.00
H (-2.13, 0.19, 4.79)  0.00
H (-0.89, -0.83, 4.02)  0.00
H (-2.32, -0.34, 3.10)  0.00

***

(3)
A 3-piece molecular cluster, C4H13NO2 overall. Source: the Open Molecules 2025 dataset; level of theory: wB97M-V/def2-TZVPD.

Values from the calculation:
spin multiplicity: 1
energy relative to the best compared isomer or geometry (same formula, charge and spin): 3.2015 eV
SMILES: CC(C)=CN.O.O
max |F|: 5.299 eV Å⁻¹
gap between HOMO and LUMO: 8.5 eV

Each line ends with the natural charge from an NBO analysis.
Geometry (Å):
C (1.18, 0.97, 1.54)  -0.67
C (0.88, -0.31, 0.76)  -0.03
C (0.75, -1.72, 1.31)  -0.65
C (0.74, -0.14, -0.66)  -0.03
N (1.27, 1.05, -1.26)  -0.89
H (2.21, 1.61, 1.31)  0.23
H (0.53, 1.83, 1.58)  0.24
H (1.28, 0.72, 2.66)  0.20
H (-0.48, -2.07, 1.49)  0.21
H (1.17, -2.52, 0.57)  0.23
H (1.29, -1.87, 2.36)  0.23
H (0.43, -1.01, -1.31)  0.16
H (0.69, 1.78, -1.44)  0.39
H (2.05, 0.76, -1.78)  0.38
O (-2.55, -0.43, -2.07)  -0.95
H (-3.10, -1.18, -1.90)  0.48
H (-2.05, -0.64, -2.89)  0.48
O (-1.95, 1.49, -0.19)  -0.95
H (-1.82, 0.60, -0.60)  0.49
H (-2.52, 1.10, 0.52)  0.45

***

(4)
The molecule C3H6N4S. Source: the Open Molecules 2025 dataset; level of theory: wB97M-V/def2-TZVPD.

Values from the calculation:
spin multiplicity: 1
energy relative to the best compared isomer or geometry (same formula, charge and spin): 0.7151 eV
SMILES: [H]/N=C\N(/C=N/[H])C(N)=S
max |F|: 1.574 eV Å⁻¹
gap between HOMO and LUMO: 9.0 eV

Each line ends with the natural charge from an NBO analysis.
Geometry (Å):
H (0.03, -1.92, 2.01)  0.35
N (-0.04, -1.02, 2.46)  -0.62
C (0.05, 0.02, 1.77)  0.30
N (0.02, 0.09, 0.34)  -0.51
C (-0.86, -0.77, -0.32)  0.30
N (-0.94, -0.96, -1.59)  -0.71
H (-1.73, -1.58, -1.80)  0.37
C (0.82, 1.03, -0.30)  0.31
N (0.75, 1.10, -1.63)  -0.78
S (1.87, 2.05, 0.56)  -0.26
H (0.05, 1.03, 2.24)  0.21
H (-1.52, -1.23, 0.44)  0.18
H (1.35, 1.78, -2.06)  0.42
H (0.16, 0.39, -2.11)  0.44

***

(5)
The molecule C5H7NO. Source: the Open Molecules 2025 dataset; level of theory: wB97M-V/def2-TZVPD.

Values from the calculation:
spin multiplicity: 1
energy relative to the best compared isomer or geometry (same formula, charge and spin): 4.1371 eV
SMILES: C/C(=C/[O-])C1=C[NH2+]1
max |F|: 0.511 eV Å⁻¹
gap between HOMO and LUMO: 7.9 eV

Each line ends with the natural charge from an NBO analysis.
Geometry (Å):
C (-1.71, 0.27, 0.43)  -0.61
C (-0.46, -0.46, 0.03)  -0.32
C (-0.39, -1.90, -0.11)  0.39
O (0.63, -2.52, -0.38)  -0.58
C (0.73, 0.12, -0.26)  0.21
C (2.02, 0.16, -0.65)  -0.25
N (1.31, 1.48, -0.24)  -0.60
H (-2.59, -0.15, -0.08)  0.22
H (-1.66, 1.34, 0.16)  0.21
H (-1.91, 0.22, 1.51)  0.21
H (-1.35, -2.44, 0.01)  0.10
H (2.91, -0.17, -0.13)  0.22
H (1.38, 1.92, 0.68)  0.39
H (1.10, 2.13, -0.98)  0.40

***

(6)
C35H55As2BF4N3PPtS as an isolated structure. Source: the Open Molecules 2025 dataset; level of theory: wB97M-V/def2-TZVPD.

Values from the calculation:
spin multiplicity: 5
net charge: +2
max |F|: 0.536 eV Å⁻¹
gap between HOMO and LUMO (spin up / spin down): 8.3 / 4.7 eV

Each line ends with the Mulliken spin population.
Geometry (Å):
Pt (0.09, -0.23, 0.34)  0.86
C (0.42, 2.67, 2.46)  0.10
As (-1.09, 1.71, 1.70)  0.29
C (-2.47, 3.05, 1.47)  0.03
C (-1.75, 0.78, 3.29)  0.06
C (-2.39, 1.54, 4.27)  -0.01
C (-2.91, 0.94, 5.40)  0.00
C (-2.81, -0.44, 5.57)  0.00
C (-2.17, -1.20, 4.60)  0.00
C (-1.63, -0.60, 3.47)  0.02
As (-0.66, -1.72, 2.22)  0.16
C (0.46, -2.72, 3.45)  0.01
C (-1.89, -3.13, 1.72)  0.02
H (0.03, 3.22, 3.32)  0.02
H (0.82, 3.36, 1.72)  0.01
H (1.18, 1.96, 2.78)  -0.01
H (-2.24, 3.88, 2.14)  0.01
H (-3.43, 2.61, 1.73)  0.00
H (-2.47, 3.41, 0.45)  0.00
H (-2.48, 2.61, 4.15)  0.00
H (-3.40, 1.54, 6.15)  0.00
H (-3.23, -0.91, 6.45)  0.00
H (-2.10, -2.27, 4.75)  0.00
H (1.08, -2.04, 4.04)  0.00
H (1.09, -3.42, 2.91)  0.00
H (-0.20, -3.27, 4.11)  0.01
H (-2.51, -3.37, 2.58)  0.00
H (-1.31, -4.00, 1.44)  0.00
H (-2.52, -2.82, 0.89)  -0.01
C (1.30, -3.71, -0.32)  0.00
C (0.22, -3.32, -1.32)  0.07
C (0.32, -4.22, -2.55)  0.02
P (0.29, -1.50, -1.69)  0.43
C (-0.66, -1.32, -3.26)  0.04
C (-2.13, -1.65, -3.01)  0.03
C (-0.49, 0.02, -3.98)  0.02
C (2.03, -1.16, -2.10)  -0.06
C (2.59, -1.53, -3.31)  0.04
C (3.95, -1.33, -3.58)  0.15
C (4.54, -1.75, -4.88)  0.00
C (4.75, -0.75, -2.58)  -0.04
C (4.23, -0.36, -1.38)  0.19
C (2.84, -0.54, -1.11)  0.14
N (2.30, -0.14, 0.05)  0.54
C (3.08, 0.51, 1.05)  0.02
C (3.48, -0.26, 2.15)  0.05
C (3.31, -1.75, 2.11)  0.01
C (4.15, 0.34, 3.19)  -0.02
C (4.50, 1.69, 3.14)  0.03
C (5.23, 2.34, 4.29)  0.00
C (4.20, 2.40, 1.99)  -0.02
C (3.51, 1.84, 0.92)  0.02
C (3.27, 2.68, -0.30)  0.00
H (1.18, -4.76, -0.04)  0.00
H (1.26, -3.11, 0.59)  -0.02
H (2.29, -3.59, -0.75)  0.00
H (-0.77, -3.45, -0.87)  0.01
H (1.30, -4.12, -3.04)  0.00
H (-0.46, -4.05, -3.29)  0.00
H (0.23, -5.26, -2.23)  0.00
H (-0.22, -2.10, -3.88)  0.02
H (-2.57, -0.94, -2.32)  -0.01
H (-2.27, -2.66, -2.62)  0.00
H (-2.67, -1.59, -3.96)  0.00
H (-1.08, 0.80, -3.50)  -0.01
H (-0.85, -0.10, -5.00)  0.00
H (0.54, 0.35, -4.02)  0.00
H (1.97, -1.97, -4.08)  0.01
H (3.79, -2.13, -5.57)  0.00
H (5.29, -2.53, -4.72)  0.02
H (5.06, -0.91, -5.35)  0.02
H (5.81, -0.60, -2.77)  0.01
H (4.85, 0.09, -0.62)  0.01
H (2.30, -2.02, 1.81)  0.00
H (3.53, -2.20, 3.07)  0.00
H (3.98, -2.19, 1.37)  0.01
H (4.46, -0.26, 4.04)  0.00
H (6.05, 1.71, 4.64)  0.00
H (4.55, 2.48, 5.14)  0.00
H (5.63, 3.31, 4.01)  0.00
H (4.53, 3.43, 1.90)  0.00
H (3.88, 3.58, -0.26)  0.00
H (2.23, 2.98, -0.37)  0.00
H (3.51, 2.15, -1.22)  0.00
C (-6.87, -0.09, -0.98)  0.01
N (-5.60, -0.12, -0.25)  0.02
C (-4.46, 0.51, -0.51)  -0.02
S (-3.07, -0.11, 0.36)  0.62
N (-4.31, 1.52, -1.33)  0.00
C (-5.33, 2.37, -1.96)  0.00
H (-7.31, -1.08, -0.92)  0.00
H (-6.71, 0.14, -2.03)  0.00
H (-7.56, 0.63, -0.55)  0.00
H (-5.56, -0.76, 0.53)  0.00
H (-3.34, 1.79, -1.51)  0.03
H (-6.19, 2.48, -1.31)  0.00
H (-5.63, 1.97, -2.93)  0.00
H (-4.88, 3.35, -2.11)  0.00
F (-0.13, 3.48, -0.58)  0.01
B (-0.31, 2.66, -1.71)  0.06
F (0.06, 3.26, -2.87)  0.00
F (-1.67, 2.25, -1.74)  -0.02
F (0.46, 1.46, -1.50)  0.01

***

> What is the max |F| in the sixth record?

0.536 eV Å⁻¹